{
  "formula": "C6H11N",
  "method": "ωB97M-V with the def2-TZVPD basis set",
  "symbols": ["C", "C", "C", "C", "C", "C", "N", "H", "H", "H", "H", "H", "H", "H", "H", "H", "H", "H"],
  "coordinates": [[0.862, 1.770, -1.239], [0.862, 0.564, -0.258], [2.054, -0.020, 0.389], [-1.712, 0.798, 0.007], [-0.634, -1.345, -0.006], [-0.389, 0.118, 0.468], [0.708, 2.839, -0.623], [0.985, 1.813, -2.302], [2.125, 0.113, 1.413], [3.054, 0.374, 0.039], [1.984, -1.167, 0.190], [-1.797, 1.675, 0.685], [-2.430, 0.114, 0.282], [-1.546, 0.900, -1.079], [0.150, -1.951, 0.345], [-0.730, -1.490, -1.115], [-1.445, -1.642, 0.549], [-0.386, 0.143, 1.514]],
  "lowdin_charge": [-0.223, -0.225, -0.084, -0.068, -0.077, -0.384, 0.181, 0.098, 0.049, 0.096, 0.105, 0.093, 0.033, 0.086, 0.041, 0.117, 0.044, 0.118],
  "spin_multiplicity": 3,
  "s_squared": 2.02,
  "gap_ev": [8.54, 10.31],
  "max_force_ha_per_bohr": 0.08665,
  "total_energy_ha": -289.78727
}

---

{
  "formula": "C6H11N2",
  "method": "ωB97M-V with the def2-TZVPD basis set",
  "symbols": ["C", "N", "C", "N", "C", "C", "C", "C", "H", "H", "H", "H", "H", "H", "H", "H", "H", "H", "H"],
  "coordinates": [[-2.274, -1.143, 0.055], [-1.705, -0.004, 0.307], [-0.642, 1.129, -0.043], [0.615, 0.954, 0.290], [1.499, 0.205, -0.486], [2.835, -0.074, 0.141], [1.818, -1.173, 0.119], [-3.127, -0.033, 0.071], [-2.265, -2.118, -0.432], [-1.171, 1.898, 0.527], [-0.749, 1.285, -1.167], [0.879, 0.978, 1.228], [1.372, 0.282, -1.538], [3.089, 0.403, 1.149], [3.726, 0.072, -0.495], [1.880, -1.888, -0.616], [1.438, -1.464, 0.979], [-3.336, 0.448, -0.983], [-3.883, 0.244, 0.893]],
  "lowdin_charge": [0.113, 0.076, -0.131, -0.010, -0.280, -0.083, -0.065, -0.091, 0.164, 0.146, 0.180, 0.136, 0.144, 0.137, 0.117, 0.080, 0.056, 0.160, 0.151],
  "smiles": "C1=[N+](CNC2CC2)C1",
  "gap_ev": 7.37,
  "max_force_ha_per_bohr": 0.10860,
  "charge": 1,
  "total_energy_ha": -344.28847
}

---

{
  "formula": "C6H11N2",
  "method": "ωB97M-V with the def2-TZVPD basis set",
  "symbols": ["C", "C", "C", "C", "C", "C", "N", "N", "H", "H", "H", "H", "H", "H", "H", "H", "H", "H", "H"],
  "coordinates": [[-2.129, -1.059, -0.080], [-1.619, -0.603, 1.001], [0.645, -0.241, -1.297], [-0.029, -0.599, 1.049], [-2.205, -0.495, 2.372], [2.409, 1.239, -2.039], [0.642, 0.136, -0.012], [1.223, 0.454, -2.166], [-2.053, -1.256, -1.092], [0.056, -0.147, 1.973], [0.417, -1.664, 0.996], [-3.283, -0.349, 2.434], [-1.646, 0.272, 2.949], [-2.027, -1.483, 2.771], [2.055, 2.311, -1.951], [3.014, 1.126, -2.908], [2.715, 1.099, -1.082], [0.735, 1.128, 0.148], [1.081, 0.129, -3.065]],
  "lowdin_charge": [0.299, -0.322, -0.034, -0.096, -0.031, -0.006, 0.029, -0.004, 0.034, 0.083, 0.174, 0.099, 0.101, 0.101, 0.130, 0.105, 0.055, 0.156, 0.126],
  "gap_ev": [5.81, 9.21],
  "max_force_ha_per_bohr": 0.08396,
  "charge": 1,
  "total_energy_ha": -344.26623
}

---

{
  "formula": "C6H11N2",
  "method": "ωB97M-V with the def2-TZVPD basis set",
  "symbols": ["C", "N", "C", "N", "C", "C", "C", "C", "H", "H", "H", "H", "H", "H", "H", "H", "H", "H", "H"],
  "coordinates": [[2.314, 1.900, 0.892], [1.732, 1.532, -0.140], [1.001, 0.469, -0.443], [1.052, -0.460, -1.320], [-0.131, -1.289, -1.443], [-1.279, -0.417, -0.958], [-0.794, 0.410, 0.169], [-0.647, -0.213, 1.515], [2.661, 1.208, 1.712], [2.748, 2.903, 0.914], [1.852, -0.615, -1.895], [0.029, -2.057, -0.698], [-0.254, -1.785, -2.551], [-1.459, 0.179, -1.759], [-2.224, -0.902, -0.864], [-1.033, 1.488, 0.129], [-0.583, -1.345, 1.620], [-1.479, 0.102, 2.078], [0.290, 0.283, 1.946]],
  "lowdin_charge": [0.053, 0.103, -0.144, 0.108, -0.124, -0.163, -0.152, -0.057, 0.123, 0.102, 0.172, 0.114, 0.199, 0.089, 0.136, 0.150, 0.123, 0.070, 0.096],
  "smiles": "C=NC1=[NH+]CC[C@H]1C",
  "gap_ev": 10.79,
  "max_force_ha_per_bohr": 0.08516,
  "charge": 1,
  "total_energy_ha": -344.40427
}

---

{
  "formula": "C6H11N2",
  "method": "ωB97M-V with the def2-TZVPD basis set",
  "symbols": ["C", "C", "C", "C", "C", "N", "C", "N", "H", "H", "H", "H", "H", "H", "H", "H", "H", "H", "H"],
  "coordinates": [[0.568, 2.204, -1.576], [0.814, 1.659, -0.200], [-0.343, 0.913, 0.533], [-0.259, -0.561, 0.459], [0.704, -1.476, 0.790], [0.157, -2.739, 0.701], [-1.145, -2.625, 0.484], [-1.402, -1.336, 0.309], [-0.338, 2.824, -1.599], [1.355, 2.901, -1.867], [0.434, 1.482, -2.378], [1.124, 2.485, 0.438], [1.664, 0.968, -0.147], [-1.324, 1.264, 0.208], [-0.256, 1.221, 1.578], [1.739, -1.287, 1.016], [0.672, -3.563, 0.958], [-1.874, -3.387, 0.293], [-2.291, -0.948, 0.003]],
  "lowdin_charge": [-0.105, -0.241, -0.117, -0.185, 0.021, 0.127, -0.044, 0.153, 0.082, 0.082, 0.076, 0.112, 0.103, 0.123, 0.131, 0.144, 0.182, 0.163, 0.192],
  "smiles": "CCCc1c[nH]c[nH+]1",
  "gap_ev": 10.86,
  "max_force_ha_per_bohr": 0.03044,
  "charge": 1,
  "total_energy_ha": -344.50701
}

---

{
  "formula": "C6H11N2",
  "method": "ωB97M-V with the def2-TZVPD basis set",
  "symbols": ["C", "C", "C", "N", "N", "C", "C", "C", "H", "H", "H", "H", "H", "H", "H", "H", "H", "H", "H"],
  "coordinates": [[-0.675, 1.784, -1.208], [0.287, 0.642, -0.971], [0.492, -0.376, -2.102], [0.065, -0.016, 0.356], [-0.766, 0.403, 1.198], [-0.747, -0.399, 2.370], [0.314, -1.489, 2.152], [0.848, -1.310, 0.983], [-1.629, 1.529, -1.687], [-0.704, 2.225, -0.325], [-0.146, 2.492, -1.872], [1.252, 1.102, -0.774], [-0.351, -1.166, -2.086], [1.510, -0.998, -2.094], [0.457, 0.170, -3.057], [-1.656, -1.018, 2.555], [-0.838, 0.360, 3.249], [0.631, -2.166, 2.958], [1.655, -1.767, 0.354]],
  "lowdin_charge": [-0.025, -0.356, -0.050, 0.017, 0.142, -0.133, -0.024, 0.075, 0.112, 0.019, 0.116, 0.152, 0.114, 0.121, 0.088, 0.161, 0.188, 0.143, 0.141],
  "smiles": "CC(C)[N+]1=NCC=C1",
  "gap_ev": 10.69,
  "max_force_ha_per_bohr": 0.09177,
  "charge": 1,
  "total_energy_ha": -344.37926
}

---

{
  "formula": "C6H11N2O",
  "method": "ωB97M-V with the def2-TZVPD basis set",
  "symbols": ["C", "C", "O", "C", "C", "N", "C", "C", "N", "H", "H", "H", "H", "H", "H", "H", "H", "H", "H", "H"],
  "coordinates": [[3.291, -0.030, 0.622], [2.523, -0.548, -0.731], [1.075, -0.768, -0.582], [0.353, 0.468, -0.240], [-1.280, 0.123, -0.144], [-2.079, 1.152, 0.683], [-3.494, 0.607, 0.658], [-3.476, -0.784, -0.244], [-2.058, -1.039, -0.746], [4.435, 0.206, 0.483], [2.810, 0.969, 1.061], [3.136, -0.853, 1.446], [2.991, -1.617, -0.986], [2.806, 0.129, -1.673], [0.557, 1.373, -0.968], [0.644, 0.818, 0.863], [-1.744, 2.022, 1.159], [-4.453, 1.068, 1.165], [-4.372, -1.500, -0.478], [-1.665, -1.796, -1.348]],
  "lowdin_charge": [-0.106, -0.242, -0.216, -0.123, -0.013, 0.080, 0.019, 0.021, 0.108, 0.100, 0.076, 0.095, 0.147, 0.141, 0.159, 0.137, 0.171, 0.138, 0.133, 0.174],
  "smiles": "CCOCc1[nH]cc[nH+]1",
  "gap_ev": 8.90,
  "max_force_ha_per_bohr": 0.16605,
  "charge": 1,
  "total_energy_ha": -419.49414
}

---

{
  "formula": "C6H11N2O",
  "method": "ωB97M-V with the def2-TZVPD basis set",
  "symbols": ["N", "C", "O", "C", "C", "C", "C", "C", "N", "H", "H", "H", "H", "H", "H", "H", "H", "H", "H", "H"],
  "coordinates": [[1.539, 1.250, -0.461], [0.266, 0.750, 0.094], [0.395, 0.511, 1.536], [-1.128, 1.427, -0.239], [-2.227, 0.683, -0.031], [-2.197, -0.737, 0.232], [-1.037, -1.380, 0.086], [0.192, -0.652, -0.408], [1.407, -1.283, 0.123], [1.651, 0.868, -1.402], [1.515, 2.275, -0.496], [0.533, 1.385, 1.844], [-1.021, 2.438, -0.377], [-3.275, 1.048, -0.078], [-3.078, -1.103, 0.494], [-0.834, -2.491, 0.223], [0.296, -0.785, -1.578], [2.307, -0.633, -0.199], [1.738, -2.214, -0.099], [1.404, -1.317, 1.101]],
  "lowdin_charge": [0.091, -0.485, 0.028, 0.056, -0.043, -0.040, -0.013, -0.273, 0.184, 0.096, 0.113, 0.094, 0.083, 0.136, 0.074, 0.146, 0.213, 0.240, 0.171, 0.130],
  "smiles": "N[C@@]1(O)C=CC=C[C@@H]1[NH3+]",
  "gap_ev": 9.17,
  "max_force_ha_per_bohr": 0.09756,
  "charge": 1,
  "total_energy_ha": -419.65440
}

---

{
  "formula": "C6H11N2O",
  "method": "ωB97M-V with the def2-TZVPD basis set",
  "symbols": ["C", "C", "C", "C", "C", "C", "N", "N", "O", "H", "H", "H", "H", "H", "H", "H", "H", "H", "H", "H"],
  "coordinates": [[-0.951, 0.492, 0.445], [0.323, 0.188, 0.457], [-1.762, -0.298, -0.525], [0.478, -1.219, -0.560], [-1.735, 1.585, 1.224], [1.422, 0.734, 1.176], [-0.818, -1.228, -1.118], [1.511, -0.943, -1.615], [-2.920, -0.314, -0.742], [0.921, -2.135, -0.149], [-1.814, 2.519, 0.731], [-1.300, 1.586, 2.195], [-2.701, 1.179, 1.406], [1.622, 1.704, 0.852], [2.220, 0.050, 1.109], [1.189, 0.821, 2.265], [-1.211, -2.059, -1.533], [1.789, -1.717, -2.148], [2.435, -0.743, -1.228], [1.301, -0.203, -2.240]],
  "lowdin_charge": [-0.104, -0.122, -0.421, -0.179, 0.043, -0.030, 0.102, 0.232, 0.147, 0.157, 0.092, 0.076, 0.082, 0.091, 0.074, 0.130, 0.154, 0.144, 0.170, 0.161],
  "spin_multiplicity": 3,
  "s_squared": 2.01,
  "gap_ev": [6.24, 6.85],
  "max_force_ha_per_bohr": 0.23320,
  "charge": 1,
  "total_energy_ha": -419.54630
}

---

{
  "formula": "C6H11N2O2",
  "method": "ωB97M-V with the def2-TZVPD basis set",
  "symbols": ["C", "C", "C", "C", "C", "C", "N", "N", "O", "O", "H", "H", "H", "H", "H", "H", "H", "H", "H", "H", "H"],
  "coordinates": [[-0.064, -1.457, 0.416], [0.777, 0.211, -1.533], [-1.460, 0.322, 0.997], [-2.157, -0.609, 0.035], [-0.049, -0.108, 0.953], [1.035, 0.680, 1.665], [1.633, -0.722, -1.724], [0.449, 1.393, -1.917], [0.866, -2.241, 0.367], [-1.342, -1.788, 0.024], [-1.443, 1.454, 0.900], [-1.717, 0.161, 2.178], [-3.128, -1.039, 0.364], [-2.054, -0.399, -1.111], [1.091, 0.353, 2.622], [0.757, 1.639, 1.899], [1.946, 0.521, 1.182], [1.538, -1.673, -1.000], [2.372, -0.602, -2.365], [-0.054, 2.035, -1.291], [1.003, 1.867, -2.661]],
  "lowdin_charge": [-0.474, -0.186, -0.112, -0.130, -0.098, 0.033, 0.166, 0.161, 0.102, 0.016, 0.150, 0.219, 0.150, 0.169, 0.078, 0.073, 0.087, 0.193, 0.115, 0.134, 0.155],
  "gap_ev": [8.26, 7.65],
  "max_force_ha_per_bohr": 0.08765,
  "charge": 1,
  "total_energy_ha": -494.83885
}

---

Q: Number 10 is which compound?
A: C6H11N2O2